A 10-piece molecular cluster, C46H70BClI2NO20S overall. Source: OMol25; level of theory: wB97M-V/def2-TZVPD.

Geometry (Å):
C 2.150 -3.122 -2.057
C 2.401 -1.632 -2.291
C 1.254 -0.710 -1.940
O -0.019 -1.305 -2.080
C -1.010 -0.378 -1.632
B -2.505 -0.963 -1.826
C -2.571 -1.629 -3.346
C -3.816 -1.392 -4.071
O -4.933 -1.631 -3.771
Cl -3.546 -0.621 -5.755
N -3.586 0.242 -1.730
C -3.400 1.169 -1.005
S -3.152 2.408 -0.037
C -2.840 -2.001 -0.593
I -4.965 -2.256 -0.199
C -2.089 -3.321 -0.697
C -2.887 -4.566 -0.962
I -0.885 -3.641 1.058
H 2.243 -3.655 -2.987
H 1.195 -3.340 -1.614
H 2.917 -3.517 -1.407
H 2.606 -1.493 -3.339
H 3.238 -1.317 -1.691
H 1.356 -0.310 -0.942
H 1.284 0.147 -2.603
H -0.926 0.502 -2.273
H -0.780 -0.124 -0.599
H -2.397 -2.697 -3.376
H -1.786 -1.182 -3.929
H -2.518 -1.512 0.307
H -1.379 -3.266 -1.502
H -3.469 -4.445 -1.862
H -2.183 -5.362 -1.158
H -3.489 -4.861 -0.121
O -2.762 4.459 3.902
C -3.264 5.222 3.134
O -3.099 5.135 1.795
C -3.728 6.242 1.135
C -4.782 6.746 2.115
C -4.129 6.430 3.461
H -2.965 6.995 0.921
H -4.152 5.893 0.197
H -5.034 7.795 1.972
H -5.697 6.163 2.005
H -3.480 7.236 3.804
H -4.850 6.183 4.234
O 2.456 2.648 -1.332
C 1.893 3.300 -2.162
O 1.965 3.011 -3.484
C 1.277 4.017 -4.248
C 0.301 4.664 -3.272
C 1.057 4.546 -1.948
H 2.017 4.728 -4.627
H 0.785 3.538 -5.092
H 0.037 5.684 -3.548
H -0.618 4.079 -3.220
H 1.728 5.391 -1.782
H 0.389 4.422 -1.103
O 3.140 -1.964 2.528
C 2.974 -0.779 2.439
O 3.068 -0.109 1.266
C 2.918 1.317 1.492
C 2.170 1.425 2.812
C 2.661 0.191 3.563
H 3.914 1.767 1.539
H 2.373 1.766 0.670
H 2.349 2.360 3.335
H 1.097 1.343 2.633
H 3.575 0.389 4.122
H 1.907 -0.219 4.219
O 3.685 6.733 -1.802
C 4.657 6.367 -2.390
O 5.409 7.199 -3.151
C 6.446 6.455 -3.818
C 6.632 5.189 -2.988
C 5.218 4.960 -2.453
H 6.113 6.239 -4.835
H 7.341 7.070 -3.866
H 7.034 4.356 -3.560
H 7.312 5.385 -2.159
H 4.606 4.372 -3.139
H 5.210 4.500 -1.470
O -0.140 -4.068 -10.160
C -1.154 -3.495 -9.890
O -1.767 -2.661 -10.766
C -2.904 -2.033 -10.142
C -3.288 -2.952 -8.991
C -1.931 -3.528 -8.585
H -2.604 -1.042 -9.797
H -3.693 -1.923 -10.881
H -3.810 -2.439 -8.188
H -3.932 -3.753 -9.356
H -1.418 -2.897 -7.858
H -1.998 -4.544 -8.208
O 1.943 1.185 6.174
C 0.822 1.604 6.242
O 0.278 2.311 5.235
C -1.037 2.777 5.592
C -1.494 1.836 6.701
C -0.169 1.480 7.385
H -0.953 3.812 5.929
H -1.669 2.748 4.710
H -2.232 2.284 7.364
H -1.933 0.939 6.262
H 0.109 2.192 8.162
H -0.159 0.475 7.794
O 0.888 -0.535 10.334
C 1.868 -0.919 9.766
O 2.654 -0.101 9.041
C 3.688 -0.847 8.375
C 3.832 -2.131 9.187
C 2.403 -2.340 9.693
H 3.369 -1.031 7.349
H 4.595 -0.249 8.358
H 4.229 -2.961 8.607
H 4.500 -1.962 10.034
H 1.795 -2.900 8.982
H 2.360 -2.814 10.668
O -2.411 -0.489 4.357
C -3.425 -1.105 4.487
O -3.635 -1.924 5.555
C -4.885 -2.615 5.411
C -5.710 -1.758 4.459
C -4.629 -1.155 3.562
H -4.686 -3.610 5.006
H -5.341 -2.720 6.393
H -6.468 -2.323 3.920
H -6.213 -0.967 5.018
H -4.414 -1.807 2.712
H -4.881 -0.161 3.206
O 0.585 -6.161 -3.093
C 1.417 -6.603 -3.819
O 2.142 -5.825 -4.664
C 2.989 -6.635 -5.491
C 3.159 -7.947 -4.731
C 1.819 -8.059 -4.001
H 2.496 -6.775 -6.456
H 3.927 -6.110 -5.650
H 3.389 -8.790 -5.379
H 3.965 -7.851 -4.004
H 1.060 -8.554 -4.608
H 1.900 -8.553 -3.038

Force components x, y, z for each atom (eV/Å):
C 0.5069 0.1467 0.0964
C -0.7106 -0.3921 0.0797
C -0.2654 0.0205 -0.1584
O 0.0061 -0.1852 0.1522
C -0.1712 -0.5516 -0.5171
B -0.8022 -0.6064 -0.1607
C 0.2366 0.6708 -0.0908
C -1.1029 -0.4199 0.4690
O 0.3275 0.1149 -0.3569
Cl 0.0015 0.1395 -0.2271
N 1.1177 0.4396 0.6439
C -0.3877 -0.6078 -0.7364
S -0.0470 0.4066 0.2556
C 0.0780 0.1312 -0.3450
I -0.0535 -0.0178 0.0660
C -0.4620 -0.0683 -0.0082
C 0.6326 -0.4133 -0.0473
I 0.1856 -0.0277 0.1494
H -0.2107 -0.3436 -0.3734
H -0.4116 -0.0191 0.1128
H 0.1928 -0.2378 0.3625
H 0.4196 0.1425 -0.4210
H 0.4879 0.2765 -0.0337
H 0.0738 -0.0149 0.6337
H 0.0977 0.5249 -0.2650
H 0.0502 0.5514 0.0874
H -0.0264 0.3719 0.2948
H 0.0096 -0.4145 0.1956
H 0.4952 0.0216 -0.1691
H -0.1222 0.3889 0.4246
H 0.6139 0.3578 -0.1004
H -0.5093 0.1400 -0.2212
H 0.2251 -0.4122 -0.0564
H -0.4906 -0.0201 0.1913
O -0.0667 -0.0365 -0.0136
C -0.0558 0.3719 -0.0998
O 0.0470 -0.0256 0.1361
C -0.1366 0.0781 -0.0872
C 0.0631 0.0069 0.1494
C -0.2870 -0.1002 -0.4006
H 0.0042 0.0086 0.0306
H 0.0903 -0.1382 -0.0043
H 0.0708 0.0220 -0.0154
H -0.0038 -0.0206 -0.0299
H 0.0195 -0.0173 0.0706
H 0.1267 0.0106 0.1671
O 0.1377 -0.0481 -0.2299
C -0.0525 0.2805 0.3318
O 0.0675 0.0095 -0.0819
C -0.1368 0.1005 -0.0262
C 0.0024 0.0206 0.1038
C -0.3457 -0.0959 -0.4520
H -0.0081 0.0074 0.0325
H 0.0693 -0.1185 0.0134
H 0.0833 0.0021 -0.0174
H -0.0046 -0.0262 -0.0430
H 0.0371 -0.0571 0.1002
H 0.1349 -0.0246 0.1965
O 0.0617 0.0480 -0.2024
C 0.0251 0.0408 0.2756
O 0.0451 0.1371 -0.0473
C -0.1879 -0.0118 0.1834
C 0.1001 -0.0825 0.0740
C -0.2561 0.1489 -0.5629
H 0.0368 -0.0822 0.0013
H 0.1107 -0.2447 -0.1452
H 0.0350 0.0130 0.0068
H -0.0207 0.0152 0.0097
H -0.0175 -0.0674 0.1018
H 0.1244 -0.1924 0.1656
O -0.1317 0.2982 0.0698
C -0.0555 -0.3952 -0.1001
O 0.0964 0.0210 -0.0103
C 0.1015 -0.1199 0.0102
C -0.1462 -0.0044 -0.0019
C 0.5033 0.1500 -0.0117
H -0.0249 -0.0221 -0.0006
H -0.0602 0.1239 0.0260
H -0.0410 0.0116 -0.0694
H 0.0195 0.0243 0.0000
H -0.0542 -0.0536 0.0716
H -0.2600 -0.0836 -0.0047
O 0.0792 -0.1122 -0.1337
C 0.0566 0.0893 0.3057
O -0.1075 0.0428 -0.0436
C -0.0863 0.0052 0.1042
C 0.0635 -0.0740 0.1072
C -0.3807 0.0618 -0.3121
H 0.0277 -0.0067 0.0346
H 0.0826 -0.0231 -0.1220
H 0.0477 0.0933 0.0426
H -0.0081 0.0006 -0.0372
H 0.0296 -0.0414 0.0411
H 0.1917 -0.0128 0.0982
O 0.2247 -0.0791 0.2129
C -0.0686 0.1442 0.1363
O 0.0600 0.0302 0.0254
C -0.3308 -0.1792 0.0322
C 0.1407 -0.0623 0.1134
C -0.4211 -0.0580 -0.4168
H 0.0145 0.0121 -0.0060
H 0.2130 -0.0480 0.0521
H 0.0477 0.0990 0.0225
H 0.0462 0.0309 -0.0366
H 0.0731 -0.0447 0.0557
H 0.1753 0.0152 0.1477
O -0.0447 0.0964 0.1290
C -0.1241 -0.2496 -0.1594
O 0.1075 0.1162 0.0893
C 0.0570 -0.1463 -0.0990
C -0.1455 -0.0249 0.0424
C 0.4506 0.1577 -0.0037
H -0.0384 0.0220 -0.0052
H -0.0610 0.1410 0.0247
H -0.0397 0.0138 -0.0754
H 0.0185 0.0153 0.0047
H -0.0627 -0.0132 0.0338
H -0.1971 -0.0506 0.0014
O 0.1102 0.1515 0.1360
C -0.1152 -0.1848 -0.3678
O -0.0526 0.0119 0.0629
C -0.1249 -0.0189 -0.0491
C 0.0449 0.0840 -0.0807
C -0.1982 -0.1076 0.4807
H 0.0105 0.0074 -0.0453
H 0.1109 0.0161 0.0721
H 0.0522 -0.0629 -0.0257
H -0.0157 -0.0092 0.0291
H 0.1221 0.1556 -0.0010
H 0.1755 0.0156 -0.2019
O -0.1243 0.0947 0.1270
C -0.1057 -0.1969 -0.1258
O 0.0852 0.0036 -0.0367
C 0.0520 -0.1064 -0.0173
C -0.1362 -0.0421 0.0489
C 0.4987 0.1474 -0.0718
H -0.0127 -0.0206 -0.0011
H -0.0358 0.1196 0.0329
H -0.0409 0.0237 -0.0587
H 0.0220 0.0213 0.0031
H -0.0566 -0.0120 0.0456
H -0.2008 -0.0276 0.0407

- HOMO-LUMO gap: 7.610 eV
- Charge: -1
- 2S+1: 1
- Relative energy (zero: lowest compared OMol25 entry of this formula, charge and spin): 0.0 kJ/mol